Record 1
C41H30Cl5F3MnN2PSSbSi | the ωB97M-V functional and the def2-TZVPD basis

Geometry as XYZ:
```
86
Properties=species:S:1:pos:R:3:lowdin_charge:R:1
Mn -0.16 -1.90 0.64 -0.12
N -0.29 -1.78 3.70 -0.07
P -0.60 -3.03 2.58 0.94
C 0.69 -4.26 2.84 -0.34
C 2.00 -3.85 3.09 -0.08
C 3.01 -4.80 3.19 -0.06
C 2.72 -6.14 3.04 -0.05
C 1.42 -6.56 2.78 -0.05
C 0.40 -5.62 2.68 -0.08
C -2.13 -3.81 3.07 -0.39
C -3.15 -3.98 2.15 -0.13
C -4.33 -4.61 2.53 -0.05
C -4.49 -5.05 3.83 -0.04
C -3.47 -4.87 4.76 -0.05
C -2.29 -4.26 4.38 -0.08
C 0.39 -0.67 3.28 -0.37
C 0.82 0.30 4.19 0.02
C 1.61 1.33 3.74 -0.02
C 1.97 1.39 2.39 -0.05
C 1.47 0.44 1.54 -0.15
N 0.67 -0.58 1.96 -0.03
H -0.58 -1.82 4.66 0.13
H 2.24 -2.80 3.22 0.10
H 4.03 -4.48 3.40 0.12
H 3.51 -6.88 3.13 0.12
H 1.20 -7.61 2.67 0.12
H -0.61 -5.94 2.49 0.11
H -3.05 -3.62 1.13 0.06
H -5.13 -4.75 1.81 0.12
H -5.41 -5.53 4.13 0.12
H -3.59 -5.22 5.78 0.12
H -1.48 -4.17 5.10 0.12
H 0.55 0.21 5.23 0.13
H 1.97 2.08 4.44 0.13
H 2.64 2.14 2.01 0.12
H 1.72 0.44 0.49 0.05
Cl -0.62 -3.63 -0.62 0.82
C -0.51 -3.13 -2.31 -0.57
C -0.89 -4.03 -3.28 -0.07
C -0.79 -3.61 -4.60 -0.04
C -0.33 -2.34 -4.90 -0.08
C 0.03 -1.47 -3.88 -0.64
Cl 0.60 0.11 -4.30 0.76
C -0.06 -1.84 -2.54 -0.64
S 0.39 -0.77 -1.22 0.64
H -1.24 -5.02 -3.03 0.12
H -1.07 -4.28 -5.40 0.12
H -0.25 -2.01 -5.93 0.12
Cl -1.92 1.42 0.33 0.24
Si -2.17 -0.63 0.63 -0.66
Cl -3.40 -1.32 -0.84 0.34
Cl -3.21 -0.63 2.39 0.36
F -1.28 8.03 1.68 0.11
C -0.96 6.93 1.00 -0.26
C -1.39 6.81 -0.30 0.03
C -1.06 5.66 -1.01 -0.09
C -0.29 4.67 -0.40 -0.40
C 0.12 4.81 0.93 -0.13
C -0.21 5.95 1.64 0.02
Sb 0.30 3.00 -1.51 1.64
C 2.36 3.22 -1.83 -0.39
C 3.02 4.35 -1.34 -0.10
C 4.38 4.51 -1.57 0.02
C 5.05 3.52 -2.28 -0.26
F 6.35 3.67 -2.50 0.11
C 4.42 2.39 -2.76 0.02
C 3.06 2.23 -2.52 -0.13
C -0.64 3.21 -3.36 -0.42
C -2.02 3.03 -3.45 -0.12
C -2.65 3.16 -4.68 0.02
C -1.87 3.46 -5.79 -0.26
F -2.47 3.58 -6.97 0.11
C -0.50 3.64 -5.72 0.02
C 0.12 3.50 -4.49 -0.13
H -1.98 7.60 -0.75 0.13
H -1.39 5.55 -2.03 0.10
H 0.69 4.03 1.42 0.09
H 0.10 6.10 2.66 0.13
H 2.49 5.12 -0.79 0.10
H 4.92 5.38 -1.22 0.13
H 4.99 1.65 -3.30 0.13
H 2.55 1.35 -2.89 0.05
H -2.61 2.78 -2.58 0.10
H -3.71 3.04 -4.79 0.13
H 0.05 3.88 -6.62 0.13
H 1.20 3.64 -4.42 0.10
```

energy relative to the best compared isomer or geometry (same formula, charge and spin): 0.0 kJ/mol
spin multiplicity: 4
LUMO energy (spin up / spin down): -6.477 / -7.520 eV
⟨S²⟩: 3.894
energy: -6710.39043 a.u.
charge: +2
Kohn-Sham gap (spin up / spin down): 6.74 / 5.96 eV
HOMO energy (spin up / spin down): -0.48557 / -0.49552 hartree
F_max: 0.0201 hartree/bohr

Record 2
C41H32AsBN9S3Tl | the ωB97M-V functional and the def2-TZVPD basis

Geometry as XYZ:
```
88
Properties=species:S:1:pos:R:3:lowdin_charge:R:1
Tl 0.18 0.84 -0.36 0.68
S 5.74 6.31 2.47 0.94
N 5.89 5.00 1.48 -0.23
C 4.71 4.40 1.41 -0.30
C 4.42 3.20 0.69 -0.09
C 5.38 2.50 -0.04 -0.01
C 5.03 1.34 -0.68 -0.03
C 3.70 0.90 -0.59 -0.12
N 2.78 1.56 0.08 0.07
C 3.10 2.68 0.73 -0.13
C 2.08 3.34 1.51 -0.14
N 0.86 2.79 1.56 0.08
C -0.08 3.35 2.27 -0.11
C 0.11 4.53 3.00 -0.03
C 1.35 5.13 2.97 -0.01
C 2.37 4.53 2.23 -0.09
C 3.70 5.05 2.18 -0.30
N 4.14 6.13 2.82 -0.23
H 6.39 2.89 -0.06 0.11
H 5.75 0.76 -1.24 0.10
H 3.37 -0.02 -1.05 0.08
H -1.04 2.85 2.27 0.09
H -0.71 4.97 3.55 0.10
H 1.56 6.04 3.51 0.11
S -2.86 0.80 1.03 0.45
C -1.98 0.36 2.41 -0.89
C -2.51 0.59 3.70 -0.14
C -1.73 0.33 4.80 -0.12
C -0.44 -0.18 4.61 -0.11
C -0.02 -0.42 3.32 -0.19
N -0.76 -0.17 2.25 -0.07
H -3.51 0.99 3.79 0.08
H -2.10 0.53 5.80 0.09
H 0.22 -0.38 5.45 0.08
H 0.96 -0.84 3.11 0.08
S 1.89 -2.07 0.47 0.43
C 1.19 -3.62 0.19 -0.79
C 2.01 -4.76 0.20 -0.16
C 1.47 -6.02 0.05 -0.14
C 0.10 -6.18 -0.11 -0.14
C -0.72 -5.06 -0.14 -0.15
C -0.19 -3.78 -0.01 -0.43
As -1.27 -2.14 -0.04 1.25
C -2.50 -2.71 1.35 -0.38
C -3.88 -2.53 1.29 -0.12
C -4.67 -2.71 2.41 -0.11
C -4.09 -3.06 3.62 -0.12
C -2.72 -3.25 3.69 -0.11
C -1.94 -3.09 2.57 -0.12
C -2.37 -2.41 -1.64 -0.36
C -3.33 -1.43 -1.89 -0.14
C -4.09 -1.46 -3.05 -0.10
C -3.89 -2.45 -3.99 -0.12
C -2.91 -3.40 -3.77 -0.11
C -2.15 -3.38 -2.61 -0.12
H 3.07 -4.64 0.34 0.08
H 2.11 -6.89 0.05 0.08
H -0.33 -7.17 -0.22 0.08
H -1.80 -5.18 -0.25 0.10
H -4.34 -2.24 0.36 0.08
H -5.74 -2.55 2.35 0.09
H -4.70 -3.15 4.51 0.08
H -2.26 -3.52 4.64 0.09
H -0.86 -3.22 2.63 0.11
H -3.46 -0.62 -1.18 0.03
H -4.84 -0.69 -3.22 0.09
H -4.47 -2.47 -4.91 0.09
H -2.72 -4.17 -4.51 0.09
H -1.37 -4.11 -2.47 0.09
B 0.51 2.05 -4.56 -0.45
N 0.57 0.57 -4.13 -0.09
C 0.48 -0.42 -5.03 -0.13
C 0.59 -1.62 -4.37 -0.09
C 0.75 -1.25 -3.03 -0.20
N 0.74 0.07 -2.92 -0.03
N 0.48 3.06 -3.39 -0.09
C 0.73 4.36 -3.57 -0.13
C 0.50 5.03 -2.38 -0.09
C 0.09 4.02 -1.51 -0.20
N 0.08 2.85 -2.14 -0.04
H -0.50 2.22 -5.21 0.06
H 1.49 2.30 -5.22 0.06
H 0.34 -0.22 -6.08 0.10
H 0.55 -2.61 -4.78 0.08
H 0.88 -1.87 -2.17 0.05
H 1.05 4.73 -4.53 0.10
H 0.61 6.08 -2.18 0.07
H -0.20 4.09 -0.48 0.08
```

energy relative to the best compared isomer or geometry (same formula, charge and spin): 139.5 kJ/mol
spin multiplicity: 1
LUMO energy: 2.913 eV
energy: -5702.20376 a.u.
charge: -2
Kohn-Sham gap: 4.28 eV
HOMO energy: -0.05019 hartree
F_max: 0.0319 hartree/bohr

Record 3
C41H32ClN2O5S | the ωB97M-V functional and the def2-TZVPD basis

Geometry as XYZ:
```
82
Properties=species:S:1:pos:R:3:lowdin_charge:R:1
C -0.21 5.33 2.58 -0.07
C 0.65 4.16 3.29 -0.18
O 0.48 2.83 2.70 -0.06
N -0.51 2.14 3.30 -0.08
C -1.89 2.41 2.89 0.08
C -2.67 1.46 3.84 -0.54
S -4.53 1.43 3.79 0.72
N -1.78 0.69 4.72 -0.44
Cl -2.25 -0.44 5.92 0.80
C -0.46 1.15 4.35 -0.09
C 0.96 0.70 5.00 -0.04
C 1.50 2.03 5.76 -0.19
C 2.79 2.79 5.38 -0.03
C 3.15 4.10 6.19 -0.01
C 2.22 4.60 7.34 -0.19
C 2.48 5.96 8.19 -0.09
C 0.92 3.80 7.75 -0.02
C 0.57 2.52 6.95 -0.03
H -0.94 4.93 1.78 0.08
H 0.50 6.09 2.09 0.09
H -0.85 5.81 3.40 0.09
H 0.39 4.09 4.41 0.12
H 1.77 4.44 3.25 0.14
H -2.30 3.13 2.09 0.15
H -4.90 2.39 4.76 -0.09
H 1.70 0.31 4.22 0.14
H 0.71 -0.06 5.83 0.11
H 3.46 2.45 4.51 0.11
H 4.07 4.74 5.96 0.10
H 3.48 6.46 7.94 0.08
H 1.59 6.65 7.93 0.09
H 2.36 5.66 9.29 0.08
H 0.23 4.12 8.59 0.10
H -0.38 1.92 7.20 0.09
C 2.34 -5.35 -1.63 -0.04
C 1.94 -4.33 -2.49 -0.04
C 0.99 -3.40 -2.08 0.01
C 0.43 -3.50 -0.80 -0.08
C 0.81 -4.53 0.05 -0.09
C 1.78 -5.45 -0.36 0.01
C 0.18 -4.68 1.38 -0.28
O 0.52 -5.58 2.13 0.11
C -0.86 -3.71 1.79 -0.08
C -1.50 -3.87 3.02 0.01
C -2.48 -2.96 3.42 -0.08
C -2.81 -1.89 2.60 -0.09
C -2.18 -1.73 1.37 0.00
C -1.21 -2.65 0.96 -0.08
C -0.57 -2.50 -0.37 -0.27
O -0.86 -1.56 -1.09 0.09
H 3.09 -6.07 -1.95 0.11
H 2.37 -4.25 -3.48 0.12
H 0.69 -2.60 -2.75 0.10
H 2.09 -6.25 0.30 0.12
H -1.25 -4.70 3.67 0.13
H -2.98 -3.09 4.38 0.10
H -3.57 -1.17 2.91 0.07
H -2.44 -0.90 0.73 0.12
C 1.28 -1.67 -11.05 -0.05
C 0.77 -0.40 -11.26 -0.05
C 0.11 0.26 -10.22 0.00
C -0.05 -0.36 -8.98 -0.09
C 0.45 -1.64 -8.78 -0.09
C 1.13 -2.30 -9.81 0.00
C 0.25 -2.33 -7.49 -0.28
O 0.69 -3.46 -7.31 0.10
C -0.50 -1.64 -6.42 -0.08
C -0.75 -2.30 -5.21 0.00
C -1.44 -1.65 -4.19 -0.07
C -1.87 -0.34 -4.37 -0.05
C -1.63 0.32 -5.57 0.01
C -0.96 -0.33 -6.60 -0.08
C -0.74 0.36 -7.89 -0.28
O -1.12 1.51 -8.05 0.10
H 1.81 -2.18 -11.85 0.11
H 0.88 0.09 -12.22 0.11
H -0.29 1.26 -10.39 0.12
H 1.53 -3.29 -9.66 0.12
H -0.40 -3.32 -5.06 0.12
H -1.63 -2.17 -3.26 0.09
H -2.41 0.17 -3.57 0.11
H -1.98 1.34 -5.70 0.12
```

energy relative to the best compared isomer or geometry (same formula, charge and spin): 0.0 kJ/mol
spin multiplicity: 1
LUMO energy: -3.848 eV
energy: -2925.10770 a.u.
charge: +1
Kohn-Sham gap: 7.02 eV
HOMO energy: -0.39933 hartree
F_max: 0.1275 hartree/bohr

> Among the records above, which one has the highest spin multiplicity?

C41H30Cl5F3MnN2PSSbSi

> Look up the spin multiplicity of the second one.

1

> Among the records above, which one has the lowest F_max?

C41H30Cl5F3MnN2PSSbSi